Molecular formula: C10H11N5O3
Method: DFT, ωB97M-V/def2-TZVPD

Geometry (Å):
N -4.78979 -2.40132 -2.18065
O 2.82185 1.91966 2.92416
N -2.76371 -1.12347 -2.35361
N 1.11777 1.94551 1.53603
N -3.78867 -1.75470 -2.20741
O -1.04243 1.66689 0.58132
O -0.08954 -0.09034 -1.55957
C 2.28992 1.45253 1.93872
C 0.22078 1.21245 0.84685
C 1.79899 -0.68082 0.87961
C 2.71251 0.11455 1.52477
N 0.62584 -0.10331 0.37124
C 4.11603 -0.50577 1.72943
C -1.24030 1.95727 -0.79400
C -1.77059 -1.09693 -0.14772
C -2.38281 -0.23647 -1.24013
C -1.30345 0.72298 -1.70831
C -0.27957 -0.94442 -0.40708
H 2.13127 -1.69109 0.71075
H 3.98539 -1.51141 2.03016
H 4.74054 -0.09115 2.54383
H 4.55952 -0.44261 0.74869
H -0.55777 2.72334 -1.14519
H -2.20749 2.39715 -0.89205
H -2.19403 -0.74805 0.74229
H -2.13903 -2.12600 -0.25400
H -3.34469 0.28103 -0.93210
H -1.32289 1.04926 -2.77186
H 0.09636 -1.89477 -0.51419

The calculation puts the frontier orbital gap at 8.8 eV. The total charge is 0. The largest force on an atom comes out at 6.551 eV Å⁻¹. Its LUMO energy is 0.31 eV. Its highest occupied orbital energy is -8.4 eV.

***

Molecular formula: C47H110O31
Method: DFT, ωB97M-V/def2-TZVPD

Geometry (Å):
C 17.14636 13.75332 17.72929
O 17.67847 15.06478 18.00303
C 19.09363 15.10663 18.12121
C 19.72222 14.71584 19.48484
O 19.37987 13.39419 19.84295
C 19.89631 12.91457 21.07993
H 17.65807 13.33769 16.85961
H 16.07896 13.84619 17.51692
H 17.31206 13.08472 18.57651
H 19.41513 16.14923 17.98393
H 19.44599 14.41394 17.34378
H 19.52903 15.47750 20.27094
H 20.80997 14.89711 19.41427
H 20.98891 12.91438 21.01925
H 19.48889 11.89617 21.09079
H 19.57165 13.56398 21.89028
C 8.95422 24.32691 9.98651
O 9.69460 23.29610 10.59204
C 11.01057 23.19872 10.05257
C 11.74752 21.92974 10.42896
O 12.07631 21.93878 11.81479
C 11.78901 20.70848 12.44302
H 9.43606 25.32160 10.06397
H 7.94140 24.23574 10.35384
H 8.98372 24.19916 8.89281
H 11.60252 24.06654 10.37802
H 10.97845 23.26884 8.95250
H 12.65329 21.95629 9.81683
H 11.11916 21.06073 10.23664
H 12.39974 19.86050 12.10332
H 10.73474 20.44849 12.30954
H 12.01588 20.85198 13.50481
C 22.88743 17.92839 10.39089
O 21.97734 16.87384 10.63529
C 21.42979 16.83806 11.94421
C 20.38804 17.94843 12.17890
O 19.34747 18.02757 11.22152
C 18.45093 16.93094 11.25476
H 23.84010 17.73477 10.89111
H 22.52410 18.90531 10.73200
H 23.05945 17.98776 9.31650
H 22.19812 16.99054 12.71342
H 21.04586 15.82571 12.08712
H 20.86345 18.92965 12.18885
H 19.91923 17.77654 13.15719
H 18.92442 16.07392 10.77486
H 17.52754 17.25386 10.77513
H 18.20019 16.65961 12.28850
C 20.84649 21.78078 11.69864
O 20.95605 21.80118 13.11175
C 19.66043 22.00811 13.65974
C 19.62119 21.98742 15.20164
O 20.67887 22.64044 15.85786
C 20.55279 24.03376 16.06238
H 21.80459 21.42056 11.31736
H 20.59584 22.78987 11.34897
H 20.05374 21.10383 11.36463
H 18.99200 21.20758 13.34041
H 19.31145 22.97546 13.27392
H 19.65782 20.99263 15.65661
H 18.64110 22.40718 15.47876
H 19.59203 24.27221 16.53743
H 20.62142 24.55645 15.09909
H 21.39441 24.30498 16.70124
C 15.41480 21.72590 9.06010
O 15.98379 20.43028 8.81254
C 17.04251 19.97250 9.64477
C 16.72325 19.92433 11.12436
O 16.79487 21.27050 11.59944
C 16.26742 21.39700 12.90516
H 15.07436 21.71281 10.10438
H 14.58489 21.84198 8.36928
H 16.16706 22.49576 8.89787
H 17.89306 20.63597 9.45681
H 17.22419 18.95234 9.28608
H 17.50943 19.37789 11.64929
H 15.70135 19.60359 11.38389
H 16.86685 20.84129 13.63457
H 15.22153 21.06259 12.95636
H 16.32857 22.47290 13.10819
C 9.19729 17.27347 13.81587
O 10.23359 16.39152 14.20658
C 9.77359 15.17911 14.77945
C 10.89581 14.45357 15.45448
O 11.18650 14.97174 16.76684
C 11.41343 16.36891 16.84118
H 9.67844 18.13283 13.35290
H 8.61351 17.57071 14.69063
H 8.53156 16.79288 13.08851
H 9.28555 14.54535 14.02482
H 8.96798 15.34486 15.50464
H 11.80258 14.51570 14.84886
H 10.66609 13.41208 15.68118
H 10.54362 16.94033 16.49076
H 12.17601 16.71198 16.12172
H 11.65614 16.49808 17.89219
C 20.32948 9.09034 14.84146
O 19.92076 10.41899 14.65720
C 18.83462 10.66560 13.81446
C 18.79308 12.15205 13.47955
O 18.68464 13.07058 14.58672
C 18.44958 14.39847 14.12982
H 19.48429 8.45761 15.15413
H 21.11170 9.11277 15.58724
H 20.64442 8.62802 13.89545
H 17.91246 10.36874 14.32430
H 18.96849 10.21418 12.82181
H 17.99843 12.31810 12.73923
H 19.71541 12.39154 12.93213
H 17.41404 14.52991 13.79925
H 19.15616 14.58588 13.30893
H 18.62955 15.02304 15.00029
C 15.55202 13.29494 11.18572
O 14.79728 12.10014 11.27495
C 13.74604 12.13000 12.21151
C 12.54145 12.93697 11.72036
O 12.68818 14.30280 12.06994
C 11.64192 15.11883 11.57069
H 14.93781 14.17554 11.01259
H 16.31377 13.20985 10.41033
H 16.13655 13.54210 12.08093
H 14.09675 12.51568 13.16636
H 13.41669 11.08960 12.25985
H 11.63012 12.56931 12.20494
H 12.46146 12.86961 10.63148
H 10.67402 14.75098 11.94030
H 11.65730 15.24864 10.48678
H 11.76308 16.10712 12.01852
C 17.90754 17.84235 19.76066
O 19.23741 18.44040 19.73254
C 19.37835 19.53557 18.96650
O 18.51100 19.99649 18.25736
O 20.61538 20.01391 19.13435
C 20.92097 21.32883 18.63142
H 17.60396 17.56390 18.76090
H 17.27320 18.56234 20.27754
H 18.10126 16.95335 20.35415
H 21.57674 21.26307 17.75620
H 21.40308 21.78380 19.48846
H 20.01193 21.80064 18.24482
C 12.98493 19.06264 22.16912
O 14.04570 18.54259 21.34219
C 13.70965 18.13549 20.09569
O 12.64482 18.21801 19.59737
O 14.80958 17.61038 19.54032
C 14.58491 16.96042 18.24945
H 12.31048 18.23552 22.40839
H 12.46475 19.84619 21.61404
H 13.46942 19.45194 23.06210
H 15.60836 16.87131 17.87532
H 13.93258 17.58737 17.64306
H 14.08860 16.00224 18.41096
C 17.82562 18.25732 15.65352
O 16.84036 18.52862 14.67357
C 15.85872 17.59088 14.45825
O 15.87316 16.49627 14.86534
O 15.00807 18.26528 13.68880
C 13.79894 17.62101 13.25587
H 17.76306 18.96408 16.48522
H 18.76668 18.43085 15.11363
H 17.72688 17.22277 15.99689
H 14.02130 16.55954 13.22410
H 13.53830 18.06675 12.29065
H 13.02259 17.99468 13.93215
C 15.39338 21.15980 16.64505
O 14.17474 21.60258 16.01614
C 14.23394 22.79582 15.38063
O 15.23807 23.43035 15.22358
O 13.00271 23.07540 14.95294
C 12.79757 24.26328 14.15265
H 15.59613 21.79689 17.50826
H 16.23472 21.29621 15.96851
H 15.07897 20.15036 16.91265
H 11.73527 24.30356 13.93446
H 13.39345 24.18519 13.24480
H 13.06465 25.15109 14.72174
C 8.81896 16.84911 9.07946
O 10.14362 17.11154 9.60517
C 10.98575 17.85554 8.79545
O 10.73280 18.25247 7.76230
O 12.12710 17.95772 9.54186
C 13.21527 18.77446 8.98619
H 8.86007 16.14521 8.24582
H 8.34984 17.77308 8.73005
H 8.35720 16.44818 9.98253
H 14.02712 18.68284 9.71483
H 12.88302 19.81223 8.99500
H 13.46410 18.36993 8.00916

The calculation puts the frontier orbital gap at 9.8 eV. The total charge is 0. The largest force on an atom comes out at 7.739 eV Å⁻¹. Its LUMO energy is 0.55 eV. Its highest occupied orbital energy is -9.3 eV.

***

Molecular formula: C3H7ErO2
Method: DFT, ωB97M-V/def2-TZVPD

Geometry (Å):
O -1.79227 1.49763 0.98094
C -0.63673 0.80168 1.24843
C 0.12137 0.36114 0.00575
O 0.18659 -1.04563 0.03240
C 1.09231 -1.60219 -0.88666
Er -3.16409 2.23257 -0.62653
H -0.85845 -0.03255 1.94485
H 0.05650 1.43697 1.83768
H 1.05097 0.95884 0.02063
H 0.03269 0.57354 -1.07856
H 0.96190 -1.19570 -1.90453
H 2.11987 -1.32395 -0.59752
H 0.82934 -2.66233 -0.97687

The calculation puts the frontier orbital gap (alpha / beta) at 7.0 / 6.2 eV. The multiplicity is 5. The total charge is +1. As for the expectation value of S²: 6.003. The largest force on an atom comes out at 6.058 eV Å⁻¹. Its LUMO energy (alpha / beta) is -5.33 / -6.28 eV. Its highest occupied orbital energy (alpha / beta) is -12.3 / -12.5 eV.

***

Molecular formula: C49H128F6MnN11O18S2
Method: DFT, ωB97M-V/def2-TZVPD

Geometry (Å):
Mn -0.35455 1.87119 -2.62435
C 3.45161 4.55052 -4.30354
C 2.73802 5.00836 -3.01461
C 3.58037 5.93102 -2.17962
O 1.44375 5.50286 -3.28791
H 4.32734 4.00535 -3.95141
H 3.83453 5.41120 -4.85190
H 2.82856 3.86298 -4.87555
H 2.54502 4.17309 -2.34143
H 3.19177 6.35268 -1.25264
H 3.89706 6.79749 -2.76018
H 4.49996 5.40681 -1.91948
C -2.64925 3.38436 -6.42517
F -3.49019 4.05078 -5.67853
F -3.01938 2.12718 -6.18232
F -2.70947 3.78595 -7.72281
S -0.85220 3.64307 -5.75568
O -0.01287 3.16634 -6.83202
O -0.73893 5.09514 -5.53265
O -0.81881 2.97480 -4.44661
C -0.46755 -0.14555 1.60793
F 0.51814 -0.44941 2.44190
F -1.57887 -0.85693 1.93214
F -0.82304 1.16028 1.64252
S 0.15904 -0.58536 -0.26316
O -0.16196 0.62944 -1.08256
O 1.63081 -0.75223 -0.27071
O -0.55366 -1.75947 -0.66227
C 2.46223 -1.43235 7.05371
C 1.57456 -0.19162 6.74532
C 2.13084 0.68739 5.59096
O 3.49686 1.04681 5.82408
C 4.19934 1.29931 4.64453
N 0.25240 -0.71191 6.51748
H 3.51297 -1.24145 7.27190
H 2.35552 -2.22496 6.31312
H 2.25121 -1.96495 7.98102
H 1.48858 0.45080 7.62168
H 1.61246 1.64498 5.63998
H 2.00951 0.28381 4.58573
H 3.86954 1.97226 3.85303
H 4.36739 0.40773 4.04042
H 5.21285 1.63913 4.85767
H -0.24508 0.03705 6.05739
H -0.17807 -1.05158 7.36566
C 1.11597 -4.47628 -5.84692
C -0.24750 -3.87200 -6.19404
C -0.35586 -2.88312 -7.48250
O -1.58681 -2.20802 -7.54670
C -1.52020 -0.87465 -8.08811
N -1.08935 -5.03727 -6.44382
H 1.05012 -5.29891 -5.13484
H 1.87346 -3.74366 -5.56841
H 1.62425 -4.84686 -6.73710
H -0.47458 -3.52805 -5.18497
H -0.17170 -3.35367 -8.44830
H 0.44284 -2.14248 -7.44184
H -1.29332 -0.83187 -9.15338
H -0.94684 -0.15924 -7.49859
H -2.50648 -0.41989 -7.99566
H -1.91161 -4.74547 -6.95260
H -1.40217 -5.32170 -5.52657
C 1.16257 3.23423 0.36927
C -0.05727 3.99619 -0.17504
C 0.08200 5.55601 0.09524
O 0.32281 5.70996 1.51032
C 1.39126 6.55683 1.87097
N -0.23504 3.83316 -1.60071
H 1.00079 2.17236 0.18390
H 1.28120 3.30034 1.45078
H 2.10279 3.39185 -0.15917
H -0.95332 3.81773 0.41938
H -0.80374 6.09762 -0.23676
H 0.91148 5.82723 -0.55782
H 1.72060 6.27978 2.87241
H 1.24269 7.63568 1.91705
H 2.30586 6.30618 1.33359
H -1.00212 4.46534 -1.77974
H 0.44793 4.46820 -1.98850
C -0.92025 -4.94238 0.16877
C -2.02875 -4.98122 -0.83995
C -3.19269 -4.02258 -0.61251
O -4.14424 -4.76067 0.25254
C -4.24135 -4.35931 1.65018
N -1.37484 -4.70373 -2.04476
H -0.42743 -5.91144 0.24713
H -1.19726 -4.81687 1.21549
H -0.14491 -4.18746 0.03825
H -2.47198 -5.97468 -0.90841
H -3.77719 -3.80857 -1.50731
H -2.88528 -3.09287 -0.13372
H -5.14790 -4.80745 2.05692
H -4.55465 -3.35666 1.94112
H -3.37897 -4.67567 2.23695
H -0.57828 -5.30681 -2.19272
H -0.92228 -3.82130 -1.85342
C 3.31915 0.71529 -4.78445
C 1.83041 1.16349 -4.42525
C 0.83519 -0.04905 -4.50573
O -0.45053 0.43564 -4.04675
C -1.45219 -0.48087 -4.39533
N 1.90576 1.61489 -3.07660
H 3.99619 1.49340 -4.43192
H 3.53992 0.54010 -5.83739
H 3.54558 -0.22965 -4.29057
H 1.49934 1.91338 -5.14369
H 1.10412 -0.96260 -3.97546
H 0.60970 -0.26479 -5.55010
H -2.44405 -0.04289 -4.28357
H -1.29155 -1.42109 -3.86780
H -1.47053 -0.67103 -5.46845
H 2.59113 0.98210 -2.68937
H 2.43907 2.47104 -3.12848
C -0.91792 -4.15785 3.79931
C 0.53013 -4.53776 3.39534
C 1.26912 -3.25371 3.11373
O 2.58745 -3.42583 2.73680
C 3.32861 -2.21481 2.53332
N 1.14784 -5.03962 4.55699
H -1.43388 -3.42742 3.17612
H -0.91032 -3.65886 4.76836
H -1.47135 -5.09035 3.91002
H 0.65002 -5.23277 2.56426
H 1.26359 -2.65694 4.02583
H 0.74599 -2.81203 2.26557
H 3.42807 -1.59616 3.42522
H 2.93301 -1.57785 1.74218
H 4.31713 -2.43061 2.12792
H 2.13942 -4.89091 4.43556
H 0.91323 -4.30963 5.21439
C 5.31733 2.22978 -0.51147
C 5.19480 0.84530 -1.16036
C 5.96733 -0.21742 -0.44779
O 5.55002 -0.26771 0.94603
C 6.57679 -0.22083 1.98270
N 3.84994 0.45887 -1.25995
H 4.77257 2.94801 -1.12423
H 6.32575 2.62523 -0.38979
H 4.77466 2.25790 0.43342
H 5.46527 0.94584 -2.21147
H 7.02642 0.03578 -0.39962
H 5.80926 -1.21184 -0.86521
H 6.89514 0.80819 2.14966
H 7.46390 -0.72453 1.59873
H 6.30669 -0.83698 2.84032
H 3.67487 -0.51131 -1.47951
H 3.33937 0.58004 -0.39697
C -3.60623 3.07294 2.97413
C -2.57973 2.81791 4.07648
C -1.42573 3.94621 4.20539
O -0.57908 3.60941 5.35724
C 0.51334 4.53065 5.44770
N -3.14664 2.61934 5.41304
H -3.16762 3.47419 2.06049
H -4.26078 3.91602 3.19523
H -4.20474 2.18087 2.78947
H -2.05769 1.92814 3.72451
H -1.90560 4.91547 4.34096
H -0.88924 4.14559 3.27775
H 1.27396 4.05156 6.06417
H 0.16021 5.50113 5.79634
H 0.95212 4.74423 4.47305
H -2.37443 2.94377 5.97744
H -3.77180 3.40081 5.54933
C -3.29264 1.58403 -0.45525
C -3.38645 1.06112 -1.86268
C -4.80260 1.43858 -2.35464
O -4.80950 1.24985 -3.76891
C -6.14998 1.25326 -4.37430
N -2.51603 1.88562 -2.60630
H -3.44752 2.66133 -0.39594
H -2.33819 1.39356 0.03552
H -3.94727 1.03480 0.22143
H -3.30942 -0.02333 -1.94096
H -5.08159 2.48006 -2.19467
H -5.48299 0.69275 -1.94364
H -6.37249 2.28687 -4.63935
H -7.04152 1.00731 -3.79743
H -6.18337 0.57731 -5.22875
H -3.10058 1.71414 -3.41190
H -2.85253 2.82017 -2.42331
C 1.90486 -3.85224 -2.44797
C 3.24006 -3.41908 -1.85819
C 3.70782 -4.03069 -0.51945
O 3.70885 -5.43132 -0.61656
C 3.75564 -6.06938 0.62484
N 4.25190 -3.72251 -2.93112
H 1.61569 -3.23353 -3.29749
H 1.08356 -3.70243 -1.74717
H 1.82334 -4.93214 -2.57153
H 3.29086 -2.33044 -1.83864
H 3.08130 -3.62607 0.27545
H 4.74090 -3.78822 -0.27033
H 4.77777 -5.89660 0.96174
H 3.61111 -7.14863 0.67416
H 3.16534 -5.55833 1.38542
H 4.32781 -4.70216 -2.69740
H 5.14874 -3.41672 -2.58143
C -6.31682 -0.93819 3.71959
C -5.87958 0.19833 4.58042
C -6.87957 0.42780 5.71652
O -6.84243 -0.75207 6.57643
C -7.71146 -0.75014 7.66397
N -4.50719 -0.01224 4.99498
H -6.08706 -1.90420 4.16919
H -5.75297 -0.90374 2.78740
H -7.39773 -0.92321 3.57990
H -5.88255 1.05877 3.91128
H -7.93398 0.45085 5.44124
H -6.77112 1.32421 6.32709
H -7.50888 -0.08723 8.50517
H -7.73639 -1.76973 8.04858
H -8.75109 -0.64427 7.35405
H -4.03696 -0.61551 4.33541
H -3.91324 0.77815 5.20141

The calculation puts the frontier orbital gap (alpha / beta) at 5.6 / 5.6 eV. The multiplicity is 6. The total charge is -1. As for the expectation value of S²: 8.752. The largest force on an atom comes out at 4.428 eV Å⁻¹. Its LUMO energy (alpha / beta) is 1.84 / 1.84 eV. Its highest occupied orbital energy (alpha / beta) is -3.8 / -3.8 eV.

***

Molecular formula: C18H17N5O5
Method: DFT, ωB97M-V/def2-TZVPD

Geometry (Å):
O 2.82914 0.19595 -0.14315
O 1.19693 -1.79813 2.79350
O -4.73612 -0.13922 0.81534
O -5.30361 1.28610 -0.80480
N -0.35899 -1.90880 -3.16794
O 1.44525 0.96523 3.00796
C 2.14936 0.76680 0.72067
C 1.38926 -1.14765 1.76982
C 0.09161 -2.81709 -2.29989
C 0.71819 4.54899 -0.66143
C 1.98481 3.93989 -1.22578
C 0.08900 3.85246 0.34626
C -2.23795 -0.27827 -3.08105
C 2.37283 2.75573 -0.74632
C 0.61001 2.68234 0.85172
C -3.26092 0.26951 -2.34763
C -2.76349 -1.44191 -0.55492
C -1.47633 -1.35217 -2.53643
C 1.72106 2.11181 0.29259
C -1.64133 -1.91422 -1.26248
C -3.52524 -0.30169 -1.03181
N 1.72190 0.13024 1.84465
N 1.13032 -1.82981 0.63967
N -0.70176 -2.89696 -1.17943
N -4.58065 0.31553 -0.27343
C 2.54272 0.99129 3.87852
C 0.99132 -3.34220 0.62763
C -0.42962 -3.70036 0.05409
H 0.94038 -3.47787 -2.59084
H 0.21985 5.47468 -0.93427
H 2.53385 4.42904 -2.02901
H -0.78676 4.22338 0.74521
H -1.96862 0.17966 -4.06772
H 3.27652 2.42632 -1.23810
H 0.02269 2.30347 1.80376
H -3.96042 0.89651 -2.86719
H -2.99946 -1.82629 0.49223
H 1.40928 -1.40950 -0.23995
H 2.20750 1.31553 4.89212
H 2.95061 -0.04082 4.07180
H 3.29006 1.57587 3.42712
H 1.00311 -3.89040 1.61873
H 1.58973 -3.92564 0.00148
H -0.53881 -4.74346 -0.24783
H -1.15722 -3.45388 0.83652

The calculation puts the frontier orbital gap at 8.3 eV. The total charge is 0. The largest force on an atom comes out at 6.441 eV Å⁻¹. Its LUMO energy is -0.80 eV. Its highest occupied orbital energy is -9.1 eV.